[1]
168
Properties=species:S:1:pos:R:3:lowdin_charge:R:1 method="wB97M-V/def2-TZVPD" gap_ev=10.1 mol_weight_g_mol=841.3 max_force_ha_per_bohr=0.04579 e_homo_ev=-9.69 de_lowest_kcal_mol=81.1 total_charge=0
C 3.40 -0.05 -2.32 -0.0427
C 4.81 -0.51 -2.69 -0.4334
C 5.34 0.40 -3.79 -0.0537
O 5.65 -0.45 -1.48 -0.0729
H 2.79 -0.36 -3.18 0.0704
H 3.22 0.99 -2.04 0.0785
H 2.92 -0.59 -1.50 0.0430
H 4.91 -1.57 -2.95 0.1285
H 4.70 0.27 -4.66 0.0791
H 6.40 0.19 -3.95 0.0814
H 5.21 1.44 -3.50 0.0772
H 6.04 -1.33 -1.51 0.0743
C 0.06 -1.97 -3.85 -0.0454
C 0.04 -0.64 -4.60 -0.4605
C -0.70 -0.79 -5.94 -0.0360
O -0.73 0.22 -3.74 -0.1155
H 0.59 -1.81 -2.91 0.0599
H 0.67 -2.74 -4.33 0.0749
H -0.91 -2.33 -3.49 0.0917
H 1.07 -0.35 -4.81 0.1153
H -1.74 -0.97 -5.64 0.0880
H -0.35 -1.68 -6.46 0.0901
H -0.77 0.14 -6.50 0.0648
H -1.49 0.58 -4.25 0.0496
C 0.53 1.24 -0.09 -0.0339
C -0.15 -0.12 -0.11 -0.4615
C -0.39 -0.59 1.32 -0.0223
O -1.34 -0.05 -0.90 -0.0546
H -0.09 1.95 0.46 0.0687
H 0.70 1.63 -1.10 0.0656
H 1.52 1.19 0.38 0.0771
H 0.56 -0.81 -0.57 0.1120
H 0.50 -0.35 1.89 0.0629
H -0.70 -1.63 1.40 0.0700
H -1.15 0.10 1.68 0.0700
H -1.04 0.18 -1.80 0.0592
C 2.16 -3.43 -0.38 -0.0377
C 2.59 -4.70 -1.12 -0.4836
C 2.75 -4.57 -2.63 -0.0463
O 3.79 -5.25 -0.58 -0.0487
H 1.17 -3.16 -0.74 0.0795
H 2.77 -2.53 -0.59 0.0517
H 2.46 -3.47 0.67 0.0673
H 1.74 -5.37 -0.94 0.1231
H 3.06 -5.52 -3.08 0.0784
H 3.54 -3.87 -2.90 0.0719
H 1.77 -4.31 -3.04 0.0634
H 3.72 -6.21 -0.69 0.0887
C -3.02 1.31 5.95 -0.0664
C -3.08 -0.11 5.39 -0.4488
C -2.36 -0.10 4.04 -0.0643
O -2.46 -0.96 6.37 -0.0649
H -2.14 1.60 6.53 0.0775
H -3.81 1.52 6.68 0.0763
H -3.14 2.14 5.23 0.0715
H -4.06 -0.57 5.39 0.1379
H -2.25 -1.12 3.66 0.0617
H -1.38 0.37 4.11 0.0745
H -2.86 0.42 3.22 0.0731
H -1.61 -0.54 6.57 0.0856
C 0.77 -4.16 3.03 -0.0608
C 0.98 -5.65 3.25 -0.4565
C 1.45 -6.48 2.05 -0.0392
O 1.97 -5.81 4.29 -0.0626
H 1.72 -3.62 2.89 0.0643
H 0.28 -3.68 3.87 0.0593
H 0.23 -3.93 2.11 0.0728
H 0.06 -6.08 3.66 0.1172
H 1.22 -7.51 2.33 0.0775
H 2.52 -6.35 1.88 0.0763
H 0.87 -6.21 1.17 0.0695
H 2.50 -5.01 4.24 0.0749
C -0.28 3.74 3.38 -0.0573
C 0.90 2.79 3.67 -0.4562
C 2.26 3.48 3.49 -0.0432
O 0.78 2.41 5.04 -0.0668
H -0.38 4.54 4.10 0.0895
H -1.21 3.19 3.28 0.0682
H -0.13 4.24 2.41 0.0623
H 0.80 1.95 2.98 0.1054
H 2.88 3.00 2.73 0.0576
H 2.91 3.43 4.36 0.0802
H 2.22 4.50 3.10 0.0643
H 0.69 3.23 5.54 0.0834
C 2.03 6.34 0.07 -0.0556
C 2.00 5.51 -1.20 -0.4414
C 3.07 4.40 -1.15 -0.0407
O 0.71 4.87 -1.28 -0.0972
H 1.79 5.70 0.92 0.0665
H 1.25 7.11 0.02 0.0813
H 2.99 6.81 0.25 0.0832
H 2.12 6.14 -2.08 0.1341
H 3.43 4.09 -2.14 0.0616
H 2.67 3.43 -0.82 0.0648
H 3.97 4.56 -0.55 0.0781
H 0.87 4.22 -2.00 0.0499
C -2.31 5.31 0.75 -0.0369
C -2.35 3.89 0.14 -0.5086
C -3.72 3.27 0.27 -0.0510
O -1.94 3.90 -1.21 -0.0486
H -1.31 5.74 0.63 0.0638
H -2.35 5.11 1.83 0.0663
H -3.11 5.96 0.42 0.0807
H -1.75 3.18 0.75 0.1031
H -4.52 3.95 -0.03 0.0852
H -3.87 3.06 1.33 0.0815
H -3.75 2.40 -0.38 0.0551
H -1.02 4.20 -1.23 0.0379
C 2.28 3.72 -5.09 -0.0390
C 0.86 3.22 -4.81 -0.4395
C 0.48 2.04 -5.68 -0.0606
O 0.74 2.94 -3.40 -0.0689
H 2.92 2.89 -4.78 0.0754
H 2.49 4.68 -4.63 0.0728
H 2.43 3.85 -6.16 0.0821
H 0.18 4.06 -5.01 0.1362
H 0.11 2.46 -6.62 0.1014
H -0.26 1.40 -5.18 0.0182
H 1.31 1.36 -5.89 0.0903
H 0.08 2.23 -3.37 0.0673
C 3.10 -0.62 3.17 -0.0521
C 3.92 -0.80 1.93 -0.4717
C 5.07 0.22 1.81 -0.0417
O 4.52 -2.12 2.05 -0.0575
H 2.59 0.35 3.24 0.0618
H 3.65 -0.71 4.11 0.0952
H 2.24 -1.30 3.16 0.0615
H 3.33 -0.73 1.02 0.1122
H 4.68 1.24 1.90 0.0659
H 5.62 0.07 0.88 0.0532
H 5.74 0.15 2.66 0.0828
H 4.74 -2.35 1.14 0.0756
C -4.40 -1.97 1.19 -0.0444
C -4.00 -2.48 -0.20 -0.4571
C -4.43 -1.63 -1.39 -0.0589
O -2.57 -2.58 -0.23 -0.0790
H -4.41 -0.88 1.27 0.0722
H -3.65 -2.30 1.90 0.0380
H -5.40 -2.37 1.36 0.0810
H -4.51 -3.43 -0.32 0.1296
H -3.77 -1.83 -2.24 0.0755
H -4.40 -0.55 -1.25 0.0593
H -5.45 -1.82 -1.76 0.0787
H -2.22 -1.71 -0.49 0.0391
C -1.81 -4.26 5.56 -0.0620
C -3.09 -4.49 4.76 -0.4966
C -2.88 -4.52 3.25 -0.0521
O -3.72 -5.72 5.08 -0.0329
H -1.32 -3.35 5.23 0.0580
H -1.18 -5.15 5.62 0.0826
H -2.11 -4.11 6.60 0.0794
H -3.62 -3.54 4.93 0.1285
H -3.86 -4.57 2.78 0.0815
H -2.19 -5.35 3.04 0.0782
H -2.26 -3.68 2.92 0.0556
H -3.82 -5.76 6.03 0.0899
C -4.14 1.85 -2.98 -0.0471
C -4.04 1.28 -4.38 -0.4672
C -5.15 1.68 -5.31 -0.0613
O -2.77 1.50 -5.06 -0.0713
H -3.86 2.90 -2.96 0.0870
H -3.51 1.29 -2.29 0.0563
H -5.20 1.81 -2.74 0.0935
H -4.15 0.19 -4.31 0.1370
H -6.08 1.29 -4.88 0.0862
H -5.08 1.26 -6.31 0.0853
H -5.32 2.76 -5.30 0.0903
H -2.79 2.43 -5.33 0.1119


[2]
13
Properties=species:S:1:pos:R:3:nbo_charge:R:1 method="wB97M-V/def2-TZVPD" gap_ev=10.8 mol_weight_g_mol=103.2 max_force_ha_per_bohr=0.07548 e_homo_ev=-14.66 de_lowest_kcal_mol=40.2 total_charge=+1
C 0.16 0.02 0.10 0.3528
C 2.33 0.24 0.03 -0.2698
C -2.16 -0.81 0.07 -0.4329
N 1.17 0.99 -0.20 -0.5790
N -1.18 0.20 0.12 -0.5307
S 1.29 -1.29 0.08 0.3989
H 3.13 0.36 -0.67 0.2448
H 2.66 0.34 0.98 0.2135
H -2.69 -1.05 0.98 0.2452
H -1.66 -1.67 -0.39 0.2241
H -2.84 -0.55 -0.83 0.2424
H 1.33 2.03 -0.28 0.4496
H -1.53 1.20 0.00 0.4412


[3]
69
Properties=species:S:1:pos:R:3:nbo_charge:R:1 method="wB97M-V/def2-TZVPD" gap_ev=8.5 mol_weight_g_mol=504.6 max_force_ha_per_bohr=0.01597 smiles="COc1cc([C@H](C(=O)NC2CCCCC2)N(C(=O)c2cnccn2)c2ccccc2)cc(OC)c1OC" e_homo_ev=-8.31 de_lowest_kcal_mol=21.9 total_charge=0
C 3.18 -0.57 3.83 -0.2372
O 2.32 -0.29 2.75 -0.4941
C 1.33 -1.14 2.39 0.2818
C 0.59 -0.69 1.29 -0.2622
C -0.47 -1.41 0.79 0.0015
C -1.25 -0.94 -0.41 -0.1445
C -0.32 -1.13 -1.63 0.7273
O -0.31 -2.18 -2.23 -0.6224
N 0.52 -0.11 -1.86 -0.6230
C 1.36 -0.04 -3.03 -0.0575
C 0.82 0.99 -4.02 -0.4071
C 1.70 1.04 -5.27 -0.3967
C 3.15 1.36 -4.89 -0.3956
C 3.68 0.33 -3.89 -0.3960
C 2.80 0.29 -2.64 -0.3992
N -1.73 0.44 -0.29 -0.4817
C -2.30 0.98 -1.40 0.6573
O -2.26 0.45 -2.49 -0.5867
C -2.98 2.30 -1.21 0.0633
C -2.88 3.29 -2.19 0.0264
N -3.51 4.44 -2.08 -0.3745
C -4.26 4.62 -1.01 0.0011
C -4.40 3.63 -0.04 -0.0020
N -3.76 2.47 -0.15 -0.3722
C -1.71 1.10 0.96 0.2771
C -1.07 2.33 1.07 -0.2550
C -1.03 2.98 2.29 -0.2049
C -1.60 2.40 3.41 -0.2198
C -2.22 1.17 3.30 -0.1858
C -2.28 0.52 2.08 -0.2405
C -0.80 -2.63 1.38 -0.3176
C -0.08 -3.11 2.46 0.2771
O -0.36 -4.28 3.09 -0.5008
C -1.43 -5.06 2.62 -0.2507
C 1.01 -2.37 2.98 0.2099
O 1.70 -2.83 4.08 -0.5331
C 2.39 -4.05 3.92 -0.2517
H 2.63 -0.75 4.76 0.1910
H 3.82 -1.43 3.62 0.1728
H 3.81 0.32 3.93 0.1870
H 0.90 0.25 0.86 0.2231
H -2.11 -1.60 -0.58 0.2323
H 0.38 0.75 -1.36 0.3859
H 1.32 -1.04 -3.49 0.2308
H -0.21 0.74 -4.28 0.2321
H 0.82 1.98 -3.54 0.1822
H 1.32 1.79 -5.96 0.2082
H 1.66 0.07 -5.77 0.1986
H 3.77 1.36 -5.78 0.2073
H 3.19 2.35 -4.45 0.1905
H 4.70 0.58 -3.61 0.2075
H 3.69 -0.66 -4.36 0.1974
H 3.17 -0.46 -1.94 0.2172
H 2.82 1.26 -2.14 0.1872
H -2.28 3.14 -3.08 0.2142
H -4.77 5.57 -0.93 0.2017
H -5.02 3.75 0.83 0.2031
H -0.62 2.78 0.20 0.2106
H -0.53 3.94 2.37 0.2166
H -1.55 2.90 4.36 0.2155
H -2.67 0.71 4.17 0.2160
H -2.78 -0.43 1.99 0.2225
H -1.63 -3.19 0.98 0.2235
H -2.38 -4.53 2.71 0.1774
H -1.45 -5.94 3.27 0.2005
H -1.27 -5.38 1.59 0.1827
H 2.95 -4.19 4.84 0.1901
H 3.07 -4.01 3.07 0.1697
H 1.70 -4.89 3.79 0.1950